No. 1
{
  "formula": "C2H5N5",
  "method": "wB97M-V/def2-TZVPD",
  "species": ["C", "C", "H", "H", "H", "H", "H", "N", "N", "N", "N", "N"],
  "coordinates": [[1.91190, -0.32879, -0.23450], [-1.47201, 0.98024, -0.16659], [1.94045, -1.49642, -0.34162], [2.81452, 0.66584, 0.12847], [1.56426, -0.04321, -1.26675], [0.66268, -0.31924, 1.44863], [-1.13571, 2.13664, -0.03286], [0.65881, 0.24808, 0.52457], [-0.62473, -0.05306, -0.12525], [-2.68251, 0.35045, -0.02478], [-2.45595, -0.89403, 0.08011], [-1.18173, -1.24651, 0.01058]],
  "gap_ha": 0.382,
  "homo_ev": -9.973,
  "e_lumo_ev": 0.42
}

---

No. 2
{
  "formula": "C32H25I2IrN2O2P",
  "method": "wB97M-V/def2-TZVPD",
  "species": ["Ir", "I", "C", "C", "C", "I", "C", "O", "C", "C", "N", "C", "C", "C", "C", "C", "C", "N", "C", "H", "H", "H", "H", "H", "H", "H", "H", "H", "H", "H", "O", "C", "C", "C", "C", "C", "C", "C", "P", "C", "C", "C", "C", "C", "C", "C", "C", "C", "C", "C", "C", "H", "H", "H", "H", "H", "H", "H", "H", "H", "H", "H", "H", "H", "H"],
  "coordinates": [[-0.11194, -0.07608, 0.01769], [5.75281, 4.78000, -0.42673], [4.47020, 3.21507, -0.21456], [4.89420, 2.03356, 0.39434], [4.01031, 0.99188, 0.54755], [4.55247, -0.68624, 1.56060], [2.65538, 1.08852, 0.04254], [1.90825, 0.05976, 0.16945], [2.23314, 2.32717, -0.56124], [0.85431, 2.50846, -1.13930], [-0.21369, 2.07016, -0.20503], [-1.57270, 2.45879, -0.65733], [-2.59445, 1.37185, -0.43003], [-3.93962, 1.66651, -0.55355], [-4.87834, 0.66614, -0.37325], [-4.43674, -0.61017, -0.06010], [-3.08473, -0.83993, 0.05293], [-2.16455, 0.12493, -0.13699], [3.13418, 3.34590, -0.67048], [5.90801, 1.94614, 0.75968], [0.73349, 1.93103, -2.06197], [0.71965, 3.56171, -1.39265], [-0.03364, 2.48719, 0.70656], [-1.53123, 2.68579, -1.72492], [-1.88923, 3.37144, -0.15186], [-4.24081, 2.67974, -0.78419], [-5.93396, 0.88282, -0.46546], [-5.12713, -1.42570, 0.09943], [-2.71143, -1.82108, 0.30334], [2.83745, 4.28095, -1.12943], [0.05090, 0.63638, 2.64365], [-0.22146, -0.32040, 1.99175], [-0.65320, -1.66005, 2.52358], [-1.06607, -1.77126, 3.84240], [-1.54514, -3.00010, 4.28258], [-1.60318, -4.07482, 3.40540], [-1.16706, -3.95946, 2.08804], [-0.67974, -2.74144, 1.63796], [0.01705, -2.32629, 0.01758], [1.66984, -3.04486, -0.01588], [2.39840, -2.91342, -1.20137], [3.62758, -3.53260, -1.33073], [4.14180, -4.28011, -0.27687], [3.43247, -4.39706, 0.90653], [2.19291, -3.78019, 1.03995], [-0.86512, -3.21036, -1.28380], [-1.57212, -2.51764, -2.26418], [-2.21306, -3.20786, -3.28401], [-2.15348, -4.59203, -3.32492], [-1.43466, -5.29041, -2.36031], [-0.78306, -4.60357, -1.35119], [-1.02679, -0.91443, 4.50154], [-1.88170, -3.11383, 5.30384], [-1.99079, -5.02504, 3.74927], [-1.21269, -4.81938, 1.43289], [1.98665, -2.35785, -2.03798], [4.18252, -3.44358, -2.25521], [5.10078, -4.76985, -0.38236], [3.83044, -4.98108, 1.72567], [1.64257, -3.89143, 1.96571], [-1.61860, -1.43518, -2.23906], [-2.75222, -2.66468, -4.04870], [-2.65334, -5.13178, -4.11808], [-1.36802, -6.36889, -2.40752], [-0.17614, -5.15397, -0.64131]],
  "total_charge": 2,
  "gap_ha": [0.291, 0.211],
  "homo_ev": [-13.709, -14.013],
  "e_lumo_ev": [-5.78, -8.27],
  "multiplicity": 2
}

---

No. 3
{
  "formula": "CCl6NP",
  "method": "wB97M-V/def2-TZVPD",
  "species": ["C", "N", "P", "Cl", "Cl", "Cl", "Cl", "Cl", "Cl"],
  "coordinates": [[-1.23812, -0.29568, -0.06737], [1.42745, -0.87518, -0.00883], [0.62281, 0.47240, -0.01680], [-2.48484, 0.94458, 0.18559], [-1.37172, -1.20966, -1.57419], [-1.26274, -1.35757, 1.42813], [3.07949, -1.19833, 0.30716], [0.73674, 1.95426, 1.42879], [0.49093, 1.56517, -1.68248]],
  "smiles": "ClN=P(Cl)(Cl)C(Cl)(Cl)Cl",
  "gap_ha": 0.338,
  "homo_ev": -9.642,
  "e_lumo_ev": -0.43
}

---

No. 4
{
  "formula": "C2H8N2O2",
  "method": "wB97M-V/def2-TZVPD",
  "species": ["C", "C", "O", "O", "H", "H", "H", "H", "N", "N", "H", "H", "H", "H"],
  "coordinates": [[1.37877, -0.21983, -0.61524], [0.69689, -0.03672, 0.71402], [-0.62190, 1.79356, -0.19981], [1.25706, 0.07425, 1.78005], [-0.72443, 2.71138, 0.06903], [0.79245, 0.21731, -1.41971], [2.33752, 0.28974, -0.56673], [1.53147, -1.28052, -0.82279], [-0.74094, -0.44047, 0.76950], [-1.43377, -1.09149, -0.28536], [-0.86452, -1.82097, -0.70603], [-0.96538, -0.87100, 1.66195], [-1.05146, 1.05697, 0.61970], [-1.59174, -0.38220, -0.99858]],
  "smiles": "CC(=O)NN.O",
  "gap_ha": 0.391,
  "homo_ev": -9.846,
  "e_lumo_ev": 0.79
}

---

No. 5
{
  "formula": "C14H14Co2NO6",
  "method": "wB97M-V/def2-TZVPD",
  "species": ["C", "C", "C", "N", "C", "C", "H", "H", "H", "H", "H", "H", "H", "H", "H", "H", "H", "O", "C", "Co", "C", "O", "C", "O", "C", "C", "C", "Co", "C", "O", "C", "O", "C", "O", "H", "H", "H"],
  "coordinates": [[-1.68150, 0.16540, 0.07515], [-0.83970, -1.04483, -0.32155], [0.51110, -1.05508, 0.37176], [1.23132, 0.29124, 0.43735], [0.39019, 1.58274, 0.39338], [-0.93231, 1.42937, -0.33685], [-2.65606, 0.11912, -0.41907], [-1.87524, 0.15959, 1.15628], [-1.35453, -1.98390, -0.08092], [-0.66598, -1.03469, -1.40330], [0.40815, -1.37234, 1.41187], [1.22222, -1.72712, -0.12711], [1.78600, 0.32790, -0.42685], [0.23316, 1.88191, 1.43551], [1.04529, 2.32203, -0.08405], [-0.74026, 1.40440, -1.41444], [-1.53413, 2.32206, -0.14140], [6.12231, -2.17598, 3.28095], [6.12740, -1.07778, 2.92735], [6.19210, 0.61102, 2.38126], [5.53913, 1.39055, 3.85590], [5.22954, 1.94234, 4.82159], [7.91098, 0.58416, 2.73165], [9.03195, 0.63762, 2.99308], [4.77833, 0.22888, 1.03406], [3.52258, 0.71143, 1.18539], [2.18857, 0.32107, 1.56187], [4.69796, 2.02411, 0.95021], [3.88733, 3.23043, 1.92052], [3.41395, 4.05506, 2.58025], [4.90180, 2.86583, -0.62914], [5.15034, 3.51727, -1.55344], [6.43669, 2.44983, 1.45475], [7.30158, 3.24081, 1.39096], [5.07732, -0.52339, 0.29029], [1.78211, 1.01828, 2.31471], [2.16812, -0.67373, 2.04121]],
  "total_charge": 1,
  "gap_ha": 0.256,
  "homo_ev": -11.153,
  "e_lumo_ev": -4.20
}

---

Energy above the lowest of the compared OMol25 structures with the same formula, charge and spin for the records above, in order: 568.48 0.00 166.00 245.33 0.00 kJ/mol